No. 1
11
Properties=species:S:1:pos:R:3 method="wB97M-V/def2-TZVPD" multiplicity=3 lumo_ev="0.789 / -1.265" relative_energy_kcal_mol=13.8 molar_mass_g_mol=83.09 total_charge=0 gap_ev="7.1 / 9.2" largest_force_ev_per_a=5.46
C 1.037 0.129 -0.100
C 0.258 1.014 0.567
C 1.695 -0.315 -1.100
C -1.384 -0.804 0.436
N -1.061 0.445 0.635
O 0.526 2.001 1.215
H 2.599 -0.816 -1.104
H 1.234 -0.243 -2.181
H -2.536 -1.048 0.517
H -0.565 -1.505 0.241
H -1.803 1.142 0.874

=====

No. 2
12
Properties=species:S:1:pos:R:3 method="wB97M-V/def2-TZVPD" lumo_ev=-0.295 relative_energy_kcal_mol=139.1 molar_mass_g_mol=99.09 total_charge=0 gap_ev=9.8 largest_force_ev_per_a=2.00
O -2.025 -1.275 1.161
C -1.240 -1.018 0.334
N -0.597 -0.933 -0.716
C -0.116 0.387 -1.125
C 0.599 0.973 0.079
O -0.223 1.490 1.184
C 0.208 0.296 1.339
H 1.069 -1.489 0.227
H -0.980 0.964 -1.479
H 0.585 0.295 -1.959
H 1.584 1.415 0.021
H 1.301 -1.253 0.903

=====

No. 3
12
Properties=species:S:1:pos:R:3 method="wB97M-V/def2-TZVPD" lumo_ev=-0.274 relative_energy_kcal_mol=44.4 molar_mass_g_mol=99.09 total_charge=0 gap_ev=9.7 largest_force_ev_per_a=0.55
O -1.264 -0.236 2.167
C -1.145 0.811 1.586
C -0.225 1.019 0.383
O -0.220 2.090 -0.189
N 0.619 -0.031 0.102
C 1.093 -0.286 -1.231
C 0.234 -1.279 -0.521
H -1.702 1.728 1.861
H 2.161 -0.462 -1.320
H 0.643 0.309 -2.024
H -0.788 -1.378 -0.880
H 0.666 -2.176 -0.086

=====

No. 4
12
Properties=species:S:1:pos:R:3 method="wB97M-V/def2-TZVPD" lumo_ev=-0.004 relative_energy_kcal_mol=160.8 molar_mass_g_mol=99.09 total_charge=0 gap_ev=10.6 largest_force_ev_per_a=3.73
O -0.133 3.231 -0.496
N 0.269 2.092 -0.504
O 1.364 1.615 -0.764
C -0.625 1.053 0.102
C -0.376 -0.222 0.166
C 0.677 -1.229 -0.253
C -0.607 -1.708 0.484
H -1.480 1.737 0.251
H 0.964 -1.016 -1.357
H 1.606 -1.468 0.207
H -0.082 -1.714 1.505
H -1.578 -2.372 0.661

=====

No. 5
12
Properties=species:S:1:pos:R:3 method="wB97M-V/def2-TZVPD" lumo_ev=0.420 relative_energy_kcal_mol=99.4 molar_mass_g_mol=99.09 total_charge=0 gap_ev=10.2 largest_force_ev_per_a=2.68
C -0.387 -2.018 -0.553
O -0.160 -0.691 -1.002
C -0.101 0.232 -0.050
C 0.114 1.599 -0.326
C 0.314 2.167 0.893
O 0.120 1.217 1.847
N -0.165 0.004 1.238
H 0.415 -2.345 0.118
H -1.343 -2.073 -0.026
H -0.405 -2.626 -1.457
H 0.255 2.119 -1.259
H 1.343 2.415 0.576

=====

No. 6
12
Properties=species:S:1:pos:R:3 method="wB97M-V/def2-TZVPD" lumo_ev=0.464 relative_energy_kcal_mol=50.9 molar_mass_g_mol=99.09 total_charge=0 gap_ev=10.4 largest_force_ev_per_a=0.71
O -2.111 1.617 0.286
C -1.266 0.932 -0.236
C -0.732 -0.292 0.460
C 0.021 -1.305 -0.299
N 0.711 -0.503 0.718
C 1.612 0.481 0.221
O 1.442 1.188 -0.741
H -0.886 1.145 -1.248
H -1.344 -0.590 1.305
H 0.248 -1.067 -1.336
H -0.077 -2.362 -0.065
H 2.525 0.533 0.833

=====

No. 7
12
Properties=species:S:1:pos:R:3 method="wB97M-V/def2-TZVPD" lumo_ev=0.898 relative_energy_kcal_mol=62.5 molar_mass_g_mol=99.09 total_charge=0 gap_ev=9.7 largest_force_ev_per_a=0.44
O -2.514 -0.937 -0.150
C -1.403 -1.381 0.031
N -0.338 -0.605 0.423
C -0.390 0.859 0.331
C 1.021 1.166 -0.085
C 1.630 0.023 -0.365
O 0.897 -1.099 -0.104
H -1.136 -2.449 -0.022
H -1.139 1.159 -0.415
H -0.682 1.288 1.296
H 1.450 2.155 -0.154
H 2.605 -0.180 -0.787

=====

No. 8
12
Properties=species:S:1:pos:R:3 method="wB97M-V/def2-TZVPD" lumo_ev=-0.061 relative_energy_kcal_mol=121.9 molar_mass_g_mol=99.09 total_charge=0 gap_ev=9.0 largest_force_ev_per_a=0.65
O 1.409 0.945 -1.753
N 0.291 0.707 -1.377
C 0.216 -0.042 -0.102
C -1.246 -0.156 0.306
O -1.929 1.070 0.173
C 1.385 0.025 0.827
C 1.251 -1.081 0.178
H -1.312 -0.447 1.358
H -1.734 -0.947 -0.287
H -1.833 1.341 -0.751
H 1.923 0.660 1.513
H 1.580 -2.075 -0.086

=====

No. 9
12
Properties=species:S:1:pos:R:3 method="wB97M-V/def2-TZVPD" lumo_ev=0.598 relative_energy_kcal_mol=47.3 molar_mass_g_mol=99.09 total_charge=0 gap_ev=10.4 largest_force_ev_per_a=0.56
O 1.089 2.183 0.819
C 0.629 1.124 0.483
N 1.334 0.134 -0.264
C 0.487 -1.063 -0.282
C -0.940 -0.533 -0.198
O -1.353 -0.429 1.155
C -0.852 0.740 0.512
H 1.414 0.495 -1.212
H 0.698 -1.644 0.623
H 0.698 -1.694 -1.147
H -1.653 -0.690 -1.002
H -1.560 1.560 0.430

=====

No. 10
12
Properties=species:S:1:pos:R:3 method="wB97M-V/def2-TZVPD" lumo_ev=-0.902 relative_energy_kcal_mol=108.7 molar_mass_g_mol=99.09 total_charge=0 gap_ev=8.1 largest_force_ev_per_a=0.89
O -0.803 -0.480 2.387
C -0.764 0.600 1.858
C -0.078 0.813 0.511
O -0.111 1.889 -0.037
N 0.573 -0.324 0.041
C 0.904 -0.444 -1.389
C -0.313 -1.288 -1.238
H -1.223 1.515 2.273
H 1.864 -0.942 -1.543
H 0.850 0.536 -1.865
H -1.180 -0.627 -1.397
H 0.281 -1.246 0.399

=====

No. 11
12
Properties=species:S:1:pos:R:3 method="wB97M-V/def2-TZVPD" lumo_ev=-0.961 relative_energy_kcal_mol=94.3 molar_mass_g_mol=99.09 total_charge=0 gap_ev=8.0 largest_force_ev_per_a=2.42
O 0.390 1.329 0.739
C -0.423 0.611 1.517
C -0.650 -0.651 1.158
C -0.267 -0.915 -0.272
N 0.865 -0.037 -0.362
C 1.008 0.710 -1.547
O 0.441 0.458 -2.582
H -0.984 1.071 2.340
H -1.079 -1.400 1.792
H -1.058 -0.706 -1.022
H 0.010 -1.975 -0.356
H 1.747 1.505 -1.405

=====

No. 12
12
Properties=species:S:1:pos:R:3 method="wB97M-V/def2-TZVPD" lumo_ev=0.643 relative_energy_kcal_mol=91.7 molar_mass_g_mol=99.09 total_charge=0 gap_ev=9.4 largest_force_ev_per_a=0.53
C -1.779 -0.661 0.162
C -0.646 0.251 0.048
C 0.243 1.156 0.011
O 0.428 2.456 -0.192
N 1.150 0.220 0.514
C 1.690 -0.834 -0.211
O 1.057 -1.640 -0.860
H -1.673 -1.520 -0.505
H -1.919 -1.000 1.193
H -2.684 -0.106 -0.121
H 1.358 2.643 -0.005
H 2.775 -0.963 -0.035

=====

No. 13
12
Properties=species:S:1:pos:R:3 method="wB97M-V/def2-TZVPD" lumo_ev=0.452 relative_energy_kcal_mol=58.3 molar_mass_g_mol=99.09 total_charge=0 gap_ev=9.8 largest_force_ev_per_a=1.72
C -0.513 1.594 0.023
C 0.120 0.677 0.760
N -0.631 -0.422 1.200
C -0.817 -1.379 0.407
O -0.188 -1.465 -0.795
C 0.999 -0.649 -0.929
O 2.027 -0.900 -0.379
H -1.400 1.316 -0.543
H -0.269 2.638 0.133
H 1.095 0.840 1.210
H -1.530 -2.165 0.664
H 0.859 0.076 -1.730

=====

No. 14
12
Properties=species:S:1:pos:R:3 method="wB97M-V/def2-TZVPD" lumo_ev=0.416 relative_energy_kcal_mol=99.4 molar_mass_g_mol=99.09 total_charge=0 gap_ev=9.3 largest_force_ev_per_a=3.05
C -1.511 1.887 1.552
C -1.217 0.838 1.003
O -1.382 -0.537 0.884
C -0.261 -0.921 0.248
O -0.250 -2.164 -0.236
N 0.417 0.088 -0.102
C 1.471 0.110 -1.079
H -1.514 2.944 1.584
H -1.005 -2.654 0.119
H 1.393 -0.697 -1.810
H 1.426 1.072 -1.593
H 2.434 0.033 -0.571

=====

No. 15
12
Properties=species:S:1:pos:R:3 method="wB97M-V/def2-TZVPD" lumo_ev=0.430 relative_energy_kcal_mol=64.7 molar_mass_g_mol=99.09 total_charge=0 gap_ev=10.7 largest_force_ev_per_a=2.93
O -0.911 2.608 -0.212
C -0.471 1.520 -0.054
C -1.082 -0.248 0.423
C -0.131 -1.203 -0.280
N 1.125 -0.852 0.362
C 1.590 0.281 0.029
O 0.968 1.180 -0.766
H -1.123 -0.526 1.496
H -2.048 -0.041 -0.003
H -0.139 -1.024 -1.362
H -0.303 -2.288 -0.130
H 2.525 0.593 0.498

=====

No. 16
12
Properties=species:S:1:pos:R:3 method="wB97M-V/def2-TZVPD" lumo_ev=0.826 relative_energy_kcal_mol=87.4 molar_mass_g_mol=99.09 total_charge=0 gap_ev=10.2 largest_force_ev_per_a=1.69
O 1.105 -2.252 0.392
C 0.494 -1.245 0.173
N -0.447 -0.652 1.059
C -0.797 0.685 0.619
C 0.188 0.905 -0.504
O 1.399 0.193 -0.210
C 0.436 -0.304 -1.278
H -1.215 -1.296 1.210
H -0.637 1.417 1.416
H -1.827 0.769 0.253
H 0.427 1.907 -0.846
H 0.874 -0.128 -2.284

=====

No. 17
12
Properties=species:S:1:pos:R:3 method="wB97M-V/def2-TZVPD" lumo_ev=-0.118 relative_energy_kcal_mol=135.6 molar_mass_g_mol=99.09 total_charge=0 gap_ev=9.2 largest_force_ev_per_a=4.51
C -0.696 1.135 1.579
C -0.234 0.283 0.472
C -0.627 -0.775 -0.040
O -0.902 -1.832 -0.753
H -0.808 2.172 1.264
H -0.054 1.062 2.457
H -1.674 0.882 1.987
H -0.464 -2.610 -0.377
N 2.742 0.635 -1.028
C 1.655 0.207 -1.101
O 0.983 -0.499 -2.070
H 0.079 -0.660 -2.389

=====

No. 18
12
Properties=species:S:1:pos:R:3 method="wB97M-V/def2-TZVPD" lumo_ev=0.962 relative_energy_kcal_mol=110.0 molar_mass_g_mol=99.09 total_charge=0 gap_ev=11.1 largest_force_ev_per_a=2.69
O 1.510 -1.276 0.250
C 0.928 -0.537 -0.777
C 0.645 0.645 0.148
C -0.852 0.941 0.166
N 0.384 -0.453 1.132
C -0.883 -0.624 0.340
O -0.413 -1.072 -0.911
H 1.409 -0.507 -1.756
H 1.450 1.318 0.441
H -1.364 1.183 -0.758
H -1.113 1.622 0.990
H -1.702 -1.241 0.736

=====

No. 19
12
Properties=species:S:1:pos:R:3 method="wB97M-V/def2-TZVPD" lumo_ev=-0.305 relative_energy_kcal_mol=28.6 molar_mass_g_mol=99.09 total_charge=0 gap_ev=10.2 largest_force_ev_per_a=1.01
C 0.119 1.647 0.090
C -0.880 0.973 -0.477
C -1.447 -0.223 0.191
O -0.986 -0.709 1.205
H 0.571 2.517 -0.376
H 0.515 1.332 1.052
H -1.307 1.270 -1.433
H -2.335 -0.675 -0.291
N 1.970 -1.293 0.564
C 1.411 -1.728 -0.427
O 0.969 -2.177 -1.417
H 1.400 -0.935 1.319

=====

No. 20
12
Properties=species:S:1:pos:R:3 method="wB97M-V/def2-TZVPD" lumo_ev=-0.205 relative_energy_kcal_mol=51.3 molar_mass_g_mol=99.09 total_charge=0 gap_ev=9.6 largest_force_ev_per_a=0.82
O -1.489 -2.613 -0.279
C -1.172 -1.645 0.364
C 0.262 -1.121 0.317
O 1.194 -1.873 0.155
N 0.432 0.240 0.536
C -0.271 1.352 -0.077
C 1.146 1.079 -0.399
H -1.877 -1.085 1.011
H -0.537 2.216 0.538
H -0.981 1.066 -0.844
H 1.378 0.727 -1.409
H 1.915 1.657 0.088